Record 1
DFT (the ωB97M-V functional and the def2-TZVPD basis) results for the molecule C3H5O2P.

For the HOMO energy, the calculation gives -9.7 eV. Its SMILES is O=[PH2]C1=COC1. The calculation puts the LUMO energy at 0.0206 Eh. The total energy is -16572.7343 eV. For the max |F|, the calculation gives 0.07598 Eh/bohr. As for the energy above the lowest of the compared OMol25 structures with the same formula, charge and spin: 70.1 kcal/mol.

Last column: Löwdin charge in e.
CARTESIAN COORDINATES (ANGSTROEM)
O  -2.882  0.498  0.155  -0.478
P  -1.688  -0.214  -0.358  0.691
C  0.122  0.232  0.053  -0.310
C  1.016  1.144  -0.302  -0.096
O  2.115  0.435  0.239  -0.096
C  1.236  -0.618  0.757  -0.117
H  -1.876  -1.581  -0.134  0.004
H  -1.502  0.066  -1.771  0.014
H  0.931  2.130  -0.794  0.137
H  1.331  -0.472  1.846  0.130
H  1.196  -1.619  0.308  0.120

Cartesian forces (eV/Å) of the 2 atoms listed first:
0.47 0.11 0.39
1.04 2.13 -0.95

***

Record 2
DFT (the ωB97M-V functional and the def2-TZVPD basis) results for a cluster of 2 separate species, C3H5O2S2 in total.

For the HOMO energy (spin up / spin down), the calculation gives 0.5 / -5.3 eV. The spin multiplicity is 3. The calculation puts the LUMO energy (spin up / spin down) at 0.1024 / 0.0571 Eh. Its net charge is -1. The total energy is -28953.9421 eV. For the max |F|, the calculation gives 0.10023 Eh/bohr. As for the energy above the lowest of the compared OMol25 structures with the same formula, charge and spin: 58.3 kcal/mol.

Last column: Löwdin charge in e.
CARTESIAN COORDINATES (ANGSTROEM)
C  2.396  0.567  -0.191  -0.650
C  -0.696  1.256  -0.319  -0.362
C  -0.450  -1.294  0.688  -0.779
O  2.087  1.494  0.424  0.112
O  3.084  -0.146  -0.801  0.114
S  -1.733  -2.478  -0.062  0.133
S  0.117  -0.338  -0.684  0.613
H  -0.368  1.845  -1.068  -0.012
H  -0.361  1.718  0.692  0.083
H  -1.660  0.988  -0.140  -0.022
H  0.502  -1.731  1.107  0.004
H  -2.918  -1.881  0.354  -0.236

Cartesian forces (eV/Å) of the 2 atoms listed first:
0.90 -0.14 -0.77
2.58 -1.38 4.24

***

Record 3
DFT (the ωB97M-V functional and the def2-TZVPD basis) results for a cluster of 2 separate species, C3H5O3 in total.

For the HOMO energy, the calculation gives -4.5 eV. The calculation puts the LUMO energy at 0.1602 Eh. Its net charge is -1. The total energy is -9335.8843 eV. For the max |F|, the calculation gives 0.01325 Eh/bohr. As for the energy above the lowest of the compared OMol25 structures with the same formula, charge and spin: 0.4 kcal/mol.

Last column: Löwdin charge in e.
CARTESIAN COORDINATES (ANGSTROEM)
C  1.275  1.906  0.821  -0.050
C  0.461  0.981  0.293  -0.334
O  -0.842  0.909  0.535  -0.029
H  2.308  1.921  0.505  0.016
H  0.951  2.646  1.542  0.026
H  0.882  0.225  -0.358  0.087
H  -1.200  0.014  0.226  0.039
O  0.259  -1.953  -1.063  -0.100
C  -0.954  -2.139  -0.912  -0.620
O  -1.785  -1.399  -0.317  -0.125
H  -1.353  -3.112  -1.274  0.089

Cartesian forces (eV/Å) of the 2 atoms listed first:
-0.03 0.03 -0.08
0.53 0.32 0.21

***

Record 4
DFT (the ωB97M-V functional and the def2-TZVPD basis) results for a cluster of 2 separate species, C3H5O3 in total.

For the HOMO energy (spin up / spin down), the calculation gives -9.8 / -9.9 eV. The spin multiplicity is 2. The calculation puts the LUMO energy (spin up / spin down) at 0.0244 / -0.0332 Eh. The total energy is -9329.3354 eV. For the max |F|, the calculation gives 0.02484 Eh/bohr. As for the energy above the lowest of the compared OMol25 structures with the same formula, charge and spin: 67.1 kcal/mol.

Last column: Löwdin charge in e.
CARTESIAN COORDINATES (ANGSTROEM)
C  1.845  0.385  1.404  0.050
C  0.962  0.299  0.418  -0.190
O  -0.322  -0.143  0.676  -0.005
C  -1.172  -0.197  -0.329  -0.163
O  -2.365  -0.312  0.195  0.114
H  1.550  0.274  2.448  0.073
H  1.182  0.458  -0.639  0.119
H  2.881  0.617  1.165  0.065
H  -3.017  -0.426  -0.507  0.124
O  -0.699  -0.914  -2.652  -0.129
H  -0.845  -0.040  -2.179  -0.059

Cartesian forces (eV/Å) of the 2 atoms listed first:
-0.30 0.26 -0.17
0.91 -0.57 -0.22

***

Record 5
DFT (the ωB97M-V functional and the def2-TZVPD basis) results for the ion C3H5O3P with charge -2.

For the HOMO energy, the calculation gives 1.2 eV. Its SMILES is O=P([O-])([O-])C1CC1. The calculation puts the LUMO energy at 0.2603 Eh. Its net charge is -2. The total energy is -18622.5763 eV. For the max |F|, the calculation gives 0.06226 Eh/bohr. As for the energy above the lowest of the compared OMol25 structures with the same formula, charge and spin: 11.2 kcal/mol.

Last column: Löwdin charge in e.
CARTESIAN COORDINATES (ANGSTROEM)
O  -2.727  -0.074  -1.610  -0.513
P  -2.665  -0.023  -0.081  0.053
O  -3.192  -1.300  0.611  -0.546
O  -3.081  1.315  0.517  -0.523
C  -0.853  -0.147  0.585  -0.361
C  0.153  -0.573  -0.398  -0.239
C  0.139  0.839  0.129  -0.228
H  -0.935  -0.714  1.548  0.098
H  0.157  -0.842  -1.495  0.092
H  0.940  -1.189  0.027  0.049
H  0.905  1.123  0.836  0.048
H  -0.067  1.783  -0.324  0.071

Cartesian forces (eV/Å) of the 2 atoms listed first:
0.54 0.04 0.28
0.05 -0.63 0.69

***

Record 6
DFT (the ωB97M-V functional and the def2-TZVPD basis) results for a structure of composition C3H5O3Pb.

For the HOMO energy, the calculation gives -12.9 eV. The calculation puts the LUMO energy at -0.2189 Eh. Its net charge is +1. The total energy is -14570.1406 eV. For the max |F|, the calculation gives 0.10044 Eh/bohr. As for the energy above the lowest of the compared OMol25 structures with the same formula, charge and spin: 79.0 kcal/mol.

Last column: Löwdin charge in e.
CARTESIAN COORDINATES (ANGSTROEM)
H  0.829  -1.998  -0.312  0.272
O  -1.359  -0.969  0.050  -0.031
C  -0.083  -0.819  -0.441  -0.419
C  -1.752  0.191  0.787  -0.125
O  0.918  -1.182  0.576  -0.385
O  0.110  0.666  -0.472  -0.361
C  -1.100  1.300  -0.014  -0.123
H  -1.371  0.147  1.819  0.133
H  -2.845  0.241  0.801  0.151
H  -0.851  2.190  0.574  0.138
H  -1.699  1.586  -0.888  0.150
Pb  1.934  0.524  0.558  1.602

Cartesian forces (eV/Å) of the 2 atoms listed first:
-0.40 1.67 0.54
0.82 0.06 -0.45

***

Record 7
DFT (the ωB97M-V functional and the def2-TZVPD basis) results for a structure of composition C3H5O3Pb.

For the HOMO energy, the calculation gives -24.5 eV. The calculation puts the LUMO energy at -0.5457 Eh. Its net charge is +3. The total energy is -14548.1311 eV. For the max |F|, the calculation gives 0.09734 Eh/bohr. As for the energy above the lowest of the compared OMol25 structures with the same formula, charge and spin: 0.0 kcal/mol.

Last column: Löwdin charge in e.
CARTESIAN COORDINATES (ANGSTROEM)
O  1.485  -2.677  0.290  0.190
C  2.082  -3.627  0.853  -0.040
C  1.526  -4.463  1.899  0.049
H  3.138  -3.709  0.568  0.179
H  0.585  -4.091  2.314  0.128
H  2.305  -4.561  2.676  0.148
H  1.418  -5.478  1.479  0.160
O  0.382  0.466  0.220  0.398
C  1.318  0.520  -0.440  -0.275
O  2.184  0.540  -1.224  -0.140
Pb  3.622  0.961  -2.714  2.008
H  0.692  -2.315  0.771  0.193

Cartesian forces (eV/Å) of the 2 atoms listed first:
-0.56 1.88 0.03
0.48 -0.92 1.42

***

Record 8
DFT (the ωB97M-V functional and the def2-TZVPD basis) results for a structure of composition C3H5O3Tl.

For the HOMO energy (spin up / spin down), the calculation gives -12.9 / -13.7 eV. The spin multiplicity is 2. The calculation puts the LUMO energy (spin up / spin down) at -0.1652 / -0.1904 Eh. Its net charge is +1. The total energy is -14017.7286 eV. For the max |F|, the calculation gives 0.07044 Eh/bohr. As for the energy above the lowest of the compared OMol25 structures with the same formula, charge and spin: 27.8 kcal/mol.

Last column: Löwdin charge in e.
CARTESIAN COORDINATES (ANGSTROEM)
H  1.006  -0.757  -1.609  0.136
C  1.365  -1.023  -0.607  -0.216
C  0.295  -1.616  0.238  -0.022
O  -0.920  -0.988  0.364  0.026
C  -1.069  0.274  0.007  -0.289
O  -2.359  0.449  -0.119  0.127
H  2.197  -1.734  -0.691  0.144
H  0.248  -2.666  0.512  0.143
H  -2.591  1.377  0.013  0.132
Tl  0.799  2.015  -0.339  0.997
O  1.840  0.130  0.117  -0.350
H  2.056  -0.260  1.034  0.171

Cartesian forces (eV/Å) of the 2 atoms listed first:
0.20 0.34 0.21
-0.34 -1.09 0.60